Record 1
C4H13NS | ωB97M-V/def2-TZVPD

```
19
Properties=species:S:1:pos:R:3:mulliken_charge:R:1
C 1.8707 -0.8314 -1.1925 -0.225
H 1.9942 -1.3334 -2.1483 0.403
H -3.6523 0.0692 0.0970 0.334
C 3.2217 -0.6755 -0.4802 -1.095
H 3.2602 -1.2628 0.4321 0.351
H -2.7773 -0.3689 -1.3968 0.291
H -0.0352 0.2556 1.2924 0.013
C -1.7279 1.0840 -0.1992 -0.238
H 3.4322 0.3760 -0.2710 0.288
H 1.0311 -1.4511 0.5701 0.197
N 0.8340 -1.5433 -0.4180 -0.523
H 0.8427 -2.5278 -0.6481 0.231
H -2.2089 -0.9730 0.1184 0.277
H 1.4621 0.1530 -1.4274 0.128
H 4.0528 -1.0164 -1.1093 0.275
H -0.9331 0.9674 -0.9251 0.106
C -2.6693 -0.0992 -0.3418 -0.976
S -0.9525 1.2009 1.4415 -0.188
H -2.2341 2.0391 -0.3245 0.352
```

Computed properties:
Relative energy (zero: lowest compared OMol25 entry of this formula, charge and spin) ... 7.26 kcal per mole
Orbital gap ... 0.3580 Ha
HOMO level ... -8.8 eV
Electronic energy ... -613.11745 Eh
SMILES ... CCN.CCS
2S+1 ... 1

---

Record 2
C4H13NS | ωB97M-V/def2-TZVPD

```
19
Properties=species:S:1:pos:R:3:mulliken_charge:R:1
H 3.1558 -0.3035 1.3681 0.280
H -2.0393 0.2085 -3.5087 0.407
H 2.6971 0.9652 2.4948 0.186
H -0.6903 -0.5118 -0.8101 0.279
C -2.9589 1.3895 -2.1592 -0.838
H -1.3225 -1.5488 -2.3228 0.302
H -2.2708 -1.1403 -1.0125 0.325
C -1.5244 -0.7207 -1.5585 -0.771
H 2.7421 -1.2350 4.2231 0.274
H 3.5896 -1.9622 2.8971 0.210
C 2.7039 -0.1234 2.2596 -0.508
H 4.2718 -0.4009 3.6543 0.244
N -1.7995 0.4173 -2.4893 -0.235
H -2.6171 2.3527 -1.5607 0.313
C 3.3299 -0.9682 3.3766 -0.854
H -0.9039 1.0622 -2.4682 0.423
S 0.8558 -0.4262 2.1460 -0.723
H -3.6980 1.0133 -1.5780 0.336
H -3.5213 1.9323 -2.9517 0.350
```

Computed properties:
Relative energy (zero: lowest compared OMol25 entry of this formula, charge and spin) ... 119.76 kcal per mole
Orbital gap ... 0.1319 Ha
HOMO level ... -4.9 eV
Electronic energy ... -612.93817 Eh
2S+1 ... 1